1.
{"formula": "C5H14BrLiO3", "method": "wB97M-V/def2-TZVPD", "lumo_energy_ev": -1.33, "relative_energy_kj_mol": 0.00, "homo_energy_ev": -9.583, "symbols": ["Li", "Br", "C", "C", "C", "O", "H", "H", "H", "H", "H", "H", "H", "H", "C", "C", "O", "O", "H", "H", "H", "H", "H", "H"], "xyz": [[-2.4132, -2.7183, 2.0636], [-0.6126, -1.7174, 0.8333], [2.2491, 1.4295, 0.7364], [1.9221, 1.3013, 2.2032], [2.4322, 2.4746, 3.0022], [0.4989, 1.2253, 2.3883], [3.3151, 1.2681, 0.5604], [2.0065, 2.4378, 0.3940], [1.6808, 0.6979, 0.1650], [2.3764, 0.3819, 2.5960], [3.5228, 2.5163, 2.9642], [2.1108, 2.4146, 4.0430], [2.0478, 3.4254, 2.6215], [0.2002, 0.3904, 2.0091], [-1.8128, -1.0980, -3.2702], [-2.8904, -2.0150, -2.7457], [-3.1328, -1.8336, -1.3719], [-0.5271, -1.4495, -2.7897], [-2.0632, -0.0611, -3.0166], [-1.7761, -1.1734, -4.3603], [-2.6046, -3.0547, -2.9522], [-3.8206, -1.8099, -3.2792], [-2.2834, -1.8894, -0.9134], [-0.4260, -1.1427, -1.8812]], "atomic_forces_ev_per_a": [[0.53, 0.38, -0.49], [-0.42, -0.35, 0.43], [0.25, 0.15, -0.17], [-0.47, -0.20, 0.21], [-0.02, 0.32, 0.26], [0.37, 0.20, 0.20], [-0.02, -0.04, -0.03], [-0.13, -0.09, -0.11], [0.04, -0.02, -0.13], [-0.02, 0.01, 0.01], [-0.03, -0.02, 0.04], [0.10, -0.15, 0.01], [-0.03, -0.14, -0.16], [-0.09, -0.04, -0.11], [0.00, 0.15, -0.13], [-0.01, -0.23, -0.42], [-0.19, 0.03, 0.35], [0.06, 0.02, -0.01], [0.02, -0.02, 0.01], [0.05, -0.04, 0.05], [0.01, 0.04, -0.04], [-0.07, 0.01, 0.09], [0.06, 0.02, 0.13], [0.00, -0.02, 0.03]], "lowdin_charge": [0.664, -0.121, -0.063, -0.513, -0.069, -0.093, 0.082, 0.083, 0.058, 0.135, 0.081, 0.077, 0.082, -0.062, -0.257, -0.270, -0.120, -0.082, 0.125, 0.119, 0.121, 0.118, -0.093, 0.002]}

=====

2.
{"formula": "C5H14BrNO5P2S", "method": "wB97M-V/def2-TZVPD", "lumo_energy_ev": 0.00, "homo_energy_ev": -8.905, "smiles": "CO[C@@H](CO[C@H](CN)P(O)Br)P(O)(O)=S", "symbols": ["C", "O", "C", "C", "O", "C", "C", "N", "P", "O", "Br", "P", "O", "O", "S", "H", "H", "H", "H", "H", "H", "H", "H", "H", "H", "H", "H", "H", "H"], "xyz": [[2.4068, -1.5694, 1.0593], [1.8241, -0.2808, 1.1433], [1.6122, 0.3450, -0.0921], [0.1647, 0.7821, -0.1835], [-0.6261, -0.3893, -0.1313], [-2.0374, -0.1488, -0.1618], [-2.7019, -1.0028, 0.9093], [-2.5929, -0.4829, 2.2624], [-2.4486, -0.4716, -1.9411], [-2.4997, -2.1198, -1.9402], [-4.6356, -0.1023, -1.8692], [2.8141, 1.7513, -0.3130], [3.2086, 1.6687, -1.8835], [1.8623, 3.0583, -0.2626], [4.3034, 1.7466, 0.8517], [2.5632, -1.9044, 2.0816], [3.3722, -1.5340, 0.5460], [1.7361, -2.2644, 0.5445], [1.8221, -0.3359, -0.9270], [-0.0168, 1.3215, -1.1233], [-0.0799, 1.4583, 0.6415], [-2.2476, 0.9130, 0.0200], [-2.2196, -1.9807, 0.8854], [-3.7536, -1.1556, 0.6633], [-3.0034, 0.4388, 2.3458], [-1.6253, -0.4236, 2.5566], [-1.6396, -2.4796, -2.1887], [2.4641, 1.5141, -2.4779], [1.9742, 3.6483, -1.0152]], "atomic_forces_ev_per_a": [[0.05, 0.07, 0.01], [-0.12, 0.01, -0.01], [0.08, 0.08, 0.14], [-0.03, 0.03, -0.19], [0.02, 0.04, 0.13], [-0.06, 0.12, -0.09], [0.02, -0.09, -0.05], [0.07, -0.01, 0.06], [0.11, -0.20, 0.00], [0.07, 0.09, 0.14], [-0.09, 0.05, -0.03], [-0.16, 0.00, -0.19], [0.04, 0.06, 0.08], [-0.15, -0.19, -0.01], [0.14, -0.02, -0.01], [0.00, -0.02, -0.01], [0.00, 0.00, 0.01], [0.00, 0.00, 0.00], [-0.01, -0.10, 0.06], [0.04, 0.04, 0.02], [0.00, -0.06, 0.05], [-0.01, 0.00, 0.05], [-0.08, -0.03, -0.05], [0.03, 0.05, 0.03], [-0.01, -0.02, -0.01], [0.00, 0.01, -0.04], [-0.05, -0.02, -0.12], [-0.04, -0.02, 0.00], [0.14, 0.11, 0.03]], "lowdin_charge": [-0.087, -0.208, -0.416, -0.210, -0.191, -0.565, -0.285, 0.012, 0.558, -0.378, 0.314, 0.194, -0.212, -0.203, 0.356, 0.094, 0.087, 0.091, 0.133, 0.120, 0.137, 0.111, 0.119, 0.079, 0.068, 0.069, 0.052, 0.077, 0.082]}

=====

3.
{"formula": "C5H14ClO3Y", "method": "wB97M-V/def2-TZVPD", "charge": 2, "lumo_energy_ev": -12.49, "relative_energy_kj_mol": 161.47, "homo_energy_ev": -14.651, "symbols": ["Y", "Cl", "C", "C", "C", "O", "H", "H", "H", "H", "H", "H", "H", "H", "C", "C", "O", "O", "H", "H", "H", "H", "H", "H"], "xyz": [[-4.4762, -3.9582, -11.0453], [-6.4594, -2.3907, -10.6972], [-9.7973, -0.1121, -11.2700], [-8.6145, 0.8525, -11.3849], [-9.0224, 2.2866, -11.4630], [-7.7286, 0.7484, -10.2704], [-10.5803, 0.3059, -10.6391], [-9.4720, -1.0460, -10.7899], [-10.1765, -0.3660, -12.2575], [-8.0589, 0.6131, -12.3080], [-8.1185, 2.8972, -11.4801], [-9.5727, 2.5678, -10.5645], [-9.6000, 2.4847, -12.3608], [-7.3132, -0.1167, -10.2791], [-9.6919, -2.7344, -7.9121], [-10.1039, -3.3360, -6.6134], [-10.5811, -4.6786, -6.8441], [-8.3291, -3.0784, -8.1638], [-9.7894, -1.6373, -7.8213], [-10.3658, -3.0558, -8.7092], [-10.9025, -2.7373, -6.1718], [-9.2592, -3.3533, -5.9213], [-11.4581, -4.7911, -6.4623], [-8.0393, -2.7485, -9.0139]], "atomic_forces_ev_per_a": [[-2.89, 2.18, 0.64], [3.03, -2.28, -0.77], [0.45, -0.09, 0.25], [-0.01, -0.55, -0.51], [0.28, 0.51, 0.24], [0.16, -0.04, 0.27], [-0.10, 0.00, -0.09], [-0.02, 0.01, -0.11], [-0.24, 0.10, 0.02], [0.02, -0.06, 0.15], [-0.09, 0.09, -0.13], [-0.19, 0.01, -0.11], [-0.17, 0.04, 0.02], [-0.12, 0.10, 0.04], [0.08, 0.96, -0.23], [-0.94, -1.00, 0.30], [0.41, 0.46, 0.08], [0.31, -0.35, 0.02], [0.18, -0.20, -0.07], [0.13, -0.15, -0.05], [0.08, 0.05, 0.02], [0.02, -0.03, 0.00], [0.11, 0.06, 0.06], [-0.48, 0.20, -0.04]], "lowdin_charge": [1.914, 0.156, -0.042, -0.513, -0.051, -0.062, 0.089, 0.047, 0.085, 0.132, 0.089, 0.095, 0.094, -0.029, -0.234, -0.215, -0.039, -0.082, 0.134, 0.130, 0.132, 0.130, 0.096, -0.057]}

=====

4.
{"formula": "C5H14N", "method": "wB97M-V/def2-TZVPD", "charge": 1, "lumo_energy_ev": -8.34, "relative_energy_kj_mol": 647.49, "homo_energy_ev": -11.923, "symbols": ["C", "C", "C", "C", "C", "N", "H", "H", "H", "H", "H", "H", "H", "H", "H", "H", "H", "H", "H", "H"], "xyz": [[-1.4979, -0.7243, 0.9543], [-1.1542, 0.3539, -0.1662], [0.3564, 0.4500, -0.1820], [0.9434, -0.3904, -1.3343], [2.3500, 0.1922, -1.6057], [-1.4750, -0.1258, 2.2624], [-0.8507, -1.5603, 0.8449], [-2.4915, -1.1422, 0.6891], [-1.4775, 0.2830, -1.2184], [-1.7669, 1.2655, 0.2001], [0.5278, 1.5140, -0.3323], [0.9284, 0.0564, 0.6804], [1.0026, -1.5471, -1.1480], [0.3042, -0.2125, -2.3251], [2.5246, 0.8911, -2.4377], [3.2362, -0.4326, -1.7303], [2.4693, 0.9388, -0.6964], [-0.6120, 0.1519, 2.6774], [2.8435, 1.4774, 0.1203], [-2.2996, -0.0913, 2.8425]], "atomic_forces_ev_per_a": [[-1.98, 0.87, -1.42], [-1.46, 0.36, 2.07], [-0.67, 0.34, -0.42], [0.79, -0.36, -1.82], [-0.25, -1.98, -3.00], [-0.46, -0.20, -0.46], [0.94, -0.81, 0.06], [0.34, 0.35, 0.70], [-0.20, -0.83, 0.52], [1.67, -1.04, -0.45], [0.84, 0.12, -0.26], [-0.67, 0.47, 0.25], [-0.12, 2.35, -0.03], [1.46, -0.19, 1.97], [-0.79, 0.51, 0.52], [-0.10, -0.33, 1.07], [1.16, 2.32, 3.12], [0.13, -0.11, 0.18], [-0.98, -1.76, -2.32], [0.33, -0.09, -0.27]], "lowdin_charge": [-0.279, -0.185, -0.281, -0.183, 0.024, 0.007, 0.084, 0.125, 0.106, 0.142, 0.109, 0.125, 0.168, 0.180, 0.125, 0.114, 0.039, 0.061, 0.439, 0.082]}